# 1
# C6H13NO4

A molecular structure, C6H13NO4 (wB97M-V/def2-TZVPD, the OMol25 dataset).

Geometry as XYZ:
```
24
Properties=species:S:1:pos:R:3
C 1.94154 0.17722 1.24152
C 1.34033 0.46584 -0.18262
C -0.11418 -1.41075 -0.68651
C -1.42912 -0.86246 -0.53519
C -1.29058 0.42276 0.54397
C 0.04766 1.27383 -0.01032
H 1.23510 1.22834 2.04527
H 1.72862 -1.11068 1.57115
H 3.35925 0.30104 1.11156
H 1.96370 1.01507 -0.78255
H 1.58947 -0.51990 -1.97734
H -0.23832 -2.11160 -1.59537
H 0.86055 -2.51976 0.07295
H -1.70530 -0.41482 -1.47272
H -1.93722 -1.67014 1.12368
H -1.01340 -0.13678 1.39248
H -2.29513 1.42207 -0.41471
H 0.00532 2.29941 0.58866
H -0.75790 3.44727 -0.72598
N 1.32495 -0.83606 -0.92524
O 0.18448 -1.99675 0.29629
O -2.34064 -1.75901 0.02048
O -2.21132 1.48507 0.65449
O -0.24785 1.81079 -1.35392
```

* calculated total energy: -16098.1308 eV
* maximum force: 15.19 eV Å⁻¹
* HOMO: -9.0311 eV
* charge: 0
* relative energy (zero: lowest compared OMol25 entry of this formula, charge and spin): 338.2 kcal per mole

These are the Löwdin partial charges, in e, on atoms 1 to 4:
1 C -0.0792
2 C -0.4445
3 C -0.5621
4 C -0.3233

***

# 2
# C6H13NOS

2 unconnected molecules or ions with the total composition C6H13NOS (wB97M-V/def2-TZVPD, the OMol25 dataset).

Geometry as XYZ:
```
22
Properties=species:S:1:pos:R:3
C -1.57959 1.83548 -0.22627
C -2.62478 0.81425 0.08849
C -0.11195 0.03242 -0.11380
C 2.16031 -0.35765 0.85660
C 1.29907 -1.86211 -1.01361
C 1.28427 -0.45811 -0.36473
N -0.43819 1.17963 -0.71126
O -1.75573 -1.72704 1.04414
S -1.61304 -0.94016 -0.16741
H -1.74952 2.53604 -0.97870
H -1.20502 2.37259 0.70074
H -3.07458 0.76803 1.15815
H -3.47810 0.74022 -0.59426
H -0.34587 0.98648 2.09236
H 2.02196 -1.19840 1.55906
H 1.95179 0.59136 1.40815
H 3.23181 -0.60780 0.76866
H 1.03255 -1.78696 -1.99470
H 0.73934 -2.61561 -0.29963
H 2.26518 -2.25741 -1.02672
H 1.65820 0.17484 -1.15968
H 0.33189 1.77990 -1.02557
```

* calculated total energy: -20799.7944 eV
* maximum force: 4.80 eV Å⁻¹
* HOMO (spin up / spin down): -8.7556 / -7.1466 eV
* charge: 0
* relative energy (zero: lowest compared OMol25 entry of this formula, charge and spin): 149.9 kcal per mole

These are the Löwdin partial charges, in e, on atoms 1 to 4:
1 C -0.3190
2 C -0.2011
3 C -0.4501
4 C -0.0966

***

# 3
# C6H13NP

A gas-phase ion, C6H13NP (charge +1) (wB97M-V/def2-TZVPD, the OMol25 dataset).

Geometry as XYZ:
```
21
Properties=species:S:1:pos:R:3
C 0.71149 2.50763 -0.98906
C -0.27034 1.17204 -0.97928
C 0.20915 3.51514 -1.85205
C -1.54472 -1.02896 2.15496
C 1.86122 -2.07463 -0.51745
C -0.26139 -1.66626 1.61519
N -0.01709 0.09861 -0.37139
P 1.01334 -0.76478 0.64622
H 0.83850 2.83011 0.02904
H 1.65049 2.02025 -1.47739
H -1.28531 1.41232 -1.42694
H 0.04301 3.32092 -2.89384
H -0.25643 4.24244 -1.20126
H -2.17606 -1.89372 2.24238
H -1.58615 -0.60620 3.17489
H -1.94254 -0.23279 1.49090
H 2.56055 -1.65299 -1.36520
H 1.07517 -2.44719 -1.07239
H 2.50121 -2.67313 0.10941
H -0.53264 -2.50036 0.88653
H 0.44921 -1.91329 2.45022
```

* calculated total energy: -17200.4747 eV
* maximum force: 4.10 eV Å⁻¹
* HOMO (spin up / spin down): -12.1723 / -13.1208 eV
* charge: +1
* relative energy (zero: lowest compared OMol25 entry of this formula, charge and spin): 70.2 kcal per mole

These are the Löwdin partial charges, in e, on atoms 1 to 4:
1 C -0.2265
2 C -0.0847
3 C 0.0380
4 C -0.1300

***

# 4
# C6H13O2

2 unconnected molecules or ions with the total composition C6H13O2 (wB97M-V/def2-TZVPD, the OMol25 dataset).

Geometry as XYZ:
```
21
Properties=species:S:1:pos:R:3
C 1.04706 0.22711 -0.92808
C 0.95521 1.72488 -1.08125
C 0.48228 -0.39699 -2.38708
O 0.77521 -1.56047 -2.52486
O -0.10491 0.36971 -3.11033
H 1.98476 -0.21086 -0.53761
H 0.37618 -0.17064 -0.19943
H 0.02231 2.14063 -1.25796
H 1.77729 2.08160 -1.62739
H 1.36876 2.20090 -0.05935
C -1.27615 -0.71741 2.98770
C 0.06791 -0.68480 2.36971
C -1.82974 0.68878 3.34206
H -1.97986 -1.38441 2.35786
H -1.16357 -1.18607 3.96382
H 0.34779 -1.72588 2.02220
H 0.79842 -0.46742 3.10077
H -1.33522 1.20674 4.16309
H -1.59580 1.36116 2.33697
H 0.29536 0.02795 1.49498
H -2.93822 0.60293 3.50527
```

* calculated total energy: -10527.7001 eV
* maximum force: 5.96 eV Å⁻¹
* HOMO: -3.4285 eV
* charge: -1
* relative energy (zero: lowest compared OMol25 entry of this formula, charge and spin): 46.2 kcal per mole

These are the Löwdin partial charges, in e, on atoms 1 to 4:
1 C -0.1941
2 C -0.1603
3 C -0.8001
4 O -0.0678

***

# 5
# C6H13O3Ru

A molecular structure, C6H13O3Ru (wB97M-V/def2-TZVPD, the OMol25 dataset).

Geometry as XYZ:
```
23
Properties=species:S:1:pos:R:3
C -3.09718 0.24889 -0.84979
O -1.73217 0.46952 -0.53746
C -1.39462 0.52666 0.85986
C 0.07606 0.86797 0.90888
O 0.72308 0.35512 2.04676
C 2.08729 0.19619 1.69847
C 2.09347 -0.85177 0.59713
O 0.89068 -0.62434 -0.13381
H -3.15949 0.13006 -1.93652
H -3.44495 -0.66855 -0.35472
H -3.68815 1.11595 -0.52294
H -1.60247 -0.45136 1.31979
H -1.98865 1.34572 1.28991
H 0.15758 1.96063 1.06819
H 2.61523 -0.18898 2.57870
H 2.53704 1.12661 1.31531
H 1.89689 -1.85822 0.99110
H 3.01083 -0.82546 -0.00194
Ru 0.02831 0.42320 -1.50045
C 0.74416 -1.87228 -1.77302
H 0.16111 -2.59968 -1.18953
H 0.29470 -2.03439 -2.76571
H 1.80509 -2.04142 -2.01564
```

* calculated total energy: -15129.2808 eV
* multiplicity: 6
* maximum force: 4.94 eV Å⁻¹
* HOMO (spin up / spin down): -16.6433 / -18.5547 eV
* charge: +2
* relative energy (zero: lowest compared OMol25 entry of this formula, charge and spin): 75.6 kcal per mole

These are the Löwdin partial charges, in e, on atoms 1 to 4:
1 C -0.0018
2 O -0.3916
3 C -0.0988
4 C -0.1066

***

# 6
# C6H13O4Ru

A molecular structure, C6H13O4Ru (wB97M-V/def2-TZVPD, the OMol25 dataset).

Geometry as XYZ:
```
24
Properties=species:S:1:pos:R:3
C 1.95160 -2.98510 -0.74537
O 2.34226 -2.08676 0.29526
C 2.69350 -2.63676 1.49693
H 1.12868 -3.60471 -0.36688
H 1.62849 -2.36373 -1.58687
H 2.77119 -3.65762 -1.03192
H 2.81334 -1.90598 2.29388
H 3.23576 -3.57435 1.37384
H 1.95194 1.91873 2.12454
O 3.93194 0.18683 1.36062
C 4.06641 1.51839 1.72390
C 2.77739 2.28844 1.43901
O 2.44715 1.96997 0.09303
C 1.13433 2.25852 -0.37271
C 0.93996 1.40438 -1.62428
O 1.32160 0.08975 -1.40192
Ru 2.75014 -0.08102 -0.12847
H 4.89356 2.01133 1.16917
H 4.29069 1.64312 2.80225
H 2.89467 3.37593 1.56441
H 1.02713 3.33545 -0.57691
H 0.41121 1.96788 0.40878
H 1.53008 1.86336 -2.44550
H -0.12416 1.49254 -1.91900
```

* calculated total energy: -17191.1840 eV
* multiplicity: 7
* maximum force: 2.59 eV Å⁻¹
* HOMO (spin up / spin down): -11.5702 / -13.8888 eV
* charge: +1
* relative energy (zero: lowest compared OMol25 entry of this formula, charge and spin): 0.0 kcal per mole

These are the Löwdin partial charges, in e, on atoms 1 to 4:
1 C -0.0448
2 O -0.4216
3 C 0.0332
4 H 0.1145

***

# 7
# C6H13O4Yb

A molecular structure, C6H13O4Yb (wB97M-V/def2-TZVPD, the OMol25 dataset).

Geometry as XYZ:
```
24
Properties=species:S:1:pos:R:3
O 3.15408 0.25271 -1.86190
C 2.41271 1.01557 -1.05148
C 2.09829 0.54917 0.22292
O 2.91723 -0.48580 0.67580
C 2.45331 -1.17690 1.81871
Yb 4.36690 -1.46437 -1.23858
H 2.55425 2.10631 -1.13267
H 1.85550 1.25949 1.02039
H 3.25140 -1.86185 2.13070
H 2.24375 -0.47555 2.63997
H 1.54722 -1.75127 1.57004
H 0.42146 1.72338 -1.63749
H -0.10695 0.80862 0.05362
O -0.73145 1.89570 -1.60039
C -3.75054 -1.21098 0.39282
O -2.94478 -0.06336 0.47757
C -2.26999 0.22340 -0.71886
C -1.21389 1.28089 -0.48390
H -4.26928 -1.38683 1.34951
H -4.49486 -1.06160 -0.40046
H -3.14409 -2.10212 0.14765
H -2.98185 0.57899 -1.48729
H -1.78063 -0.68479 -1.12104
H -1.58779 2.03119 0.23436
```

* calculated total energy: -46146.7428 eV
* multiplicity: 2
* maximum force: 5.29 eV Å⁻¹
* HOMO (spin up / spin down): -5.5878 / -7.8890 eV
* charge: 0
* relative energy (zero: lowest compared OMol25 entry of this formula, charge and spin): 52.8 kcal per mole

These are the Löwdin partial charges, in e, on atoms 1 to 4:
1 O -0.4201
2 C -0.3208
3 C -0.1951
4 O -0.3496

***

# 8
# C6H13OP

C6H13OP in the gas phase (wB97M-V/def2-TZVPD, the OMol25 dataset).

Geometry as XYZ:
```
21
Properties=species:S:1:pos:R:3
C 1.55894 0.93152 -0.16825
C -2.89655 0.52290 -0.23126
C -2.84964 -0.54239 -1.31931
C -0.88548 0.06531 0.87388
C 2.99197 1.01276 -0.52004
C 1.56632 -1.70041 0.84694
O -1.72081 0.95899 0.30733
P 0.51692 -0.48773 -0.22700
H 0.96852 1.77168 -0.14005
H -3.42025 1.46088 -0.64521
H -3.75329 0.21387 0.45832
H -3.69623 -1.08897 -1.45761
H -2.04817 -0.44582 -1.96921
H -0.45234 0.69732 1.78618
H -1.46047 -0.84416 1.04073
H 3.57929 1.62236 0.17296
H 3.48974 0.17885 -0.67909
H 3.16328 1.51836 -1.51266
H 1.26455 -1.56604 1.91349
H 1.44016 -2.73081 0.62670
H 2.64352 -1.54844 0.84318
```

* calculated total energy: -17763.4590 eV
* maximum force: 4.96 eV Å⁻¹
* HOMO (spin up / spin down): -6.8962 / -8.2576 eV
* charge: 0
* relative energy (zero: lowest compared OMol25 entry of this formula, charge and spin): 115.2 kcal per mole

These are the Löwdin partial charges, in e, on atoms 1 to 4:
1 C -0.3530
2 C -0.3336
3 C 0.0777
4 C -0.4453

***

# 9
# C6H14

C6H14 in the gas phase (wB97M-V/def2-TZVPD, the OMol25 dataset).

Geometry as XYZ:
```
20
Properties=species:S:1:pos:R:3
C 2.57540 0.02982 -0.12148
C 1.25676 -0.72197 -0.28942
C 0.01013 0.00792 0.23391
C -0.07283 1.45616 -0.25444
C -1.24617 -0.80088 -0.12381
C -2.51634 -0.32965 0.58141
H 2.69734 0.38376 0.90938
H 3.42400 -0.62076 -0.35587
H 2.64236 0.89731 -0.78698
H 1.10958 -0.96620 -1.35203
H 1.32364 -1.68203 0.24212
H 0.08275 0.03481 1.33315
H -0.99512 1.94100 0.08266
H 0.75806 2.05330 0.13459
H -0.03872 1.50945 -1.35056
H -1.06898 -1.85533 0.13186
H -1.38808 -0.77240 -1.21498
H -2.73420 0.72047 0.35992
H -3.38543 -0.91904 0.27060
H -2.41978 -0.42727 1.66988
```

* calculated total energy: -6449.3427 eV
* maximum force: 0.19 eV Å⁻¹
* HOMO: -10.9433 eV
* SMILES: CCC(C)CC
* charge: 0
* relative energy (zero: lowest compared OMol25 entry of this formula, charge and spin): 1.5 kcal per mole

These are the Löwdin partial charges, in e, on atoms 1 to 4:
1 C -0.1190
2 C -0.2514
3 C -0.4157
4 C -0.0770

***

# 10
# C6H14

C6H14 in the gas phase (wB97M-V/def2-TZVPD, the OMol25 dataset).

Geometry as XYZ:
```
20
Properties=species:S:1:pos:R:3
C 1.68120 -0.84248 1.40860
C 0.24352 -0.46110 1.03330
C 0.15597 -0.04026 -0.46145
C 0.32476 -1.29147 -1.32690
C -1.17021 0.66792 -0.72565
C -1.31895 2.00770 0.01851
H 2.23561 -1.17432 0.52877
H 2.20052 -0.06624 1.93781
H 1.81278 -1.68690 2.09636
H -0.02719 0.36990 1.67976
H -0.44904 -1.27823 1.22774
H 1.00444 0.64394 -0.55730
H -0.60308 -1.46317 -1.88318
H 0.48074 -2.22089 -0.78162
H 1.05929 -1.15942 -2.12239
H -1.20322 0.92570 -1.78108
H -1.98875 -0.00898 -0.47990
H -0.39653 2.57055 -0.14494
H -2.17198 2.56810 -0.34018
H -1.46129 1.82892 1.08252
```

* calculated total energy: -6448.9425 eV
* maximum force: 1.78 eV Å⁻¹
* HOMO: -10.7030 eV
* SMILES: CCC(C)CC
* charge: 0
* relative energy (zero: lowest compared OMol25 entry of this formula, charge and spin): 10.8 kcal per mole

These are the Löwdin partial charges, in e, on atoms 1 to 4:
1 C -0.1088
2 C -0.2335
3 C -0.4035
4 C -0.0766

***

# 11
# C6H14

2 unconnected molecules or ions with the total composition C6H14 (wB97M-V/def2-TZVPD, the OMol25 dataset).

Geometry as XYZ:
```
20
Properties=species:S:1:pos:R:3
C 1.55606 -0.81680 0.29876
C 1.86215 -1.89199 -0.42593
C 1.52660 -1.96925 -1.84126
H 1.89858 -0.59458 1.31425
H 0.60295 -0.31773 0.07635
H 2.24433 -2.74547 0.16183
H 1.24330 -1.00580 -2.32147
H 0.65672 -2.63798 -1.99421
H 2.18375 -2.60847 -2.42868
C -1.97135 0.72202 -0.31212
C -1.61191 1.38436 1.04465
C -0.23896 1.90778 1.33519
H -1.15897 0.17743 -0.79993
H -2.79060 0.04563 -0.15305
H -2.09551 1.42518 -1.14732
H -2.42104 2.11631 1.25511
H -1.85816 0.53486 1.70421
H 0.13012 2.58318 0.53164
H 0.58142 1.18251 1.44520
H -0.33950 2.50882 2.25674
```

* calculated total energy: -6446.9275 eV
* maximum force: 2.78 eV Å⁻¹
* HOMO: -8.9788 eV
* SMILES: C=CC.CCC
* charge: 0
* relative energy (zero: lowest compared OMol25 entry of this formula, charge and spin): 57.2 kcal per mole

These are the Löwdin partial charges, in e, on atoms 1 to 4:
1 C -0.0308
2 C -0.2515
3 C -0.1376
4 H 0.0545

***

# 12
# C6H14

C6H14 in the gas phase (wB97M-V/def2-TZVPD, the OMol25 dataset).

Geometry as XYZ:
```
20
Properties=species:S:1:pos:R:3
C -1.38597 -1.86255 0.84069
C -0.05859 -1.23800 1.28045
C 0.75198 -0.57513 0.10473
C 0.15929 0.69836 -0.45704
C 0.48657 0.90342 -2.04047
C 0.31635 2.02619 0.33058
H -1.69996 -2.37328 1.76463
H -1.08399 -2.56569 -0.06936
H -2.09907 -1.22814 0.41656
H -0.30840 -0.38765 1.91221
H 0.57144 -1.91150 1.78242
H 1.76766 -0.40178 0.42372
H 0.79809 -1.34593 -0.68039
H -0.95432 0.55028 -0.25692
H 0.12226 0.01276 -2.55204
H 0.10011 1.85742 -2.34614
H 1.54840 0.76277 -2.17906
H 0.33937 1.97041 1.37821
H -0.58705 2.69299 0.09939
H 1.21584 2.41507 0.24785
```

* calculated total energy: -6447.7910 eV
* maximum force: 5.27 eV Å⁻¹
* HOMO: -10.5698 eV
* SMILES: CCCC(C)C
* charge: 0
* relative energy (zero: lowest compared OMol25 entry of this formula, charge and spin): 37.3 kcal per mole

These are the Löwdin partial charges, in e, on atoms 1 to 4:
1 C -0.1093
2 C -0.2560
3 C -0.2125
4 C -0.3898